Entry from OMol25: a molecular structure, C26H42BeCl3N4O4Si in a non-equilibrium geometry (ωB97M-V/def2-TZVPD).

Computed properties:
* HOMO: -4.5 eV
* LUMO level: 0.08374 Ha
* calculated total energy: -3221.04604 Eh
* gap between HOMO and LUMO: 0.249 hartree
* net charge: -1
* 2S+1: 1
* energy above the lowest of the compared OMol25 structures with the same formula, charge and spin: 0.000 eV

Each line ends with the Löwdin charge.
Cartesian coordinates (Å):
C -1.35954 -1.50419 -3.76292  -0.05
C -1.05373 -2.16039 -2.45827  -0.21
H -1.76304 -2.21879 -4.48920  0.07
H -0.45214 -1.08754 -4.21387  0.08
H -2.08109 -0.69634 -3.60894  0.07
C -0.40012 -3.32900 -2.36858  -0.14
C -0.01447 -4.15432 -3.55735  -0.13
H -0.22585 -3.79179 -1.39445  0.09
H 0.50478 -3.56669 -4.32600  0.06
H -0.87277 -4.66142 -4.02947  0.07
H 0.67141 -4.94897 -3.25314  0.05
Be -2.54136 0.84975 -0.40348  -0.47
Cl -3.68926 0.02424 1.05561  0.22
Cl 0.98485 1.94230 -2.46326  0.43
H 1.38495 2.75111 2.57883  0.09
H -0.62630 4.12666 3.77260  0.09
C 0.94384 3.13129 1.64442  -0.03
C -0.91445 4.36045 2.74019  -0.05
N -0.50787 3.31603 1.81191  -0.17
H 1.17115 2.46063 0.80602  0.07
C -1.44904 2.48249 1.33598  -0.25
O -1.46281 1.98603 0.17298  -0.06
H -2.00321 4.49930 2.67661  0.10
H -2.30576 2.29382 1.99754  0.12
H 1.36839 4.12161 1.45612  0.08
H -0.41698 5.29693 2.45866  0.09
H 2.37965 -1.93927 -2.86745  0.08
H 2.35088 -3.56630 -0.96382  0.08
C 2.90464 -1.18393 -2.27079  -0.05
C 3.08360 -2.88412 -0.50704  -0.06
N 2.74495 -1.50818 -0.86475  -0.20
H 2.47181 -0.19966 -2.46545  0.02
C 2.82374 -0.48432 0.05409  -0.32
O 2.69800 0.70308 -0.22361  -0.04
H 3.05434 -3.00378 0.58293  0.08
H 2.98281 -0.84192 1.09284  0.10
H 3.96837 -1.18501 -2.55652  0.09
H 4.08488 -3.15495 -0.87871  0.08
O -1.27562 -0.11511 -1.15384  -0.25
C -1.61706 -1.42544 -1.21570  -0.43
C -0.04790 -2.24312 0.62977  -0.05
C -1.33958 -2.17925 0.11841  -0.18
H 0.73383 -1.65462 0.14477  0.10
C 0.23069 -3.10819 1.69620  -0.10
H -2.71414 -1.45233 -1.37210  0.10
C -2.37176 -2.87869 0.74230  -0.08
H 1.24846 -3.15404 2.08372  0.09
C -0.78745 -3.86922 2.27285  -0.12
C -2.09993 -3.74131 1.80890  -0.10
H -3.37959 -2.71057 0.37413  0.09
H -0.55510 -4.53989 3.10517  0.09
H -2.91460 -4.29035 2.28247  0.09
Si 0.04402 3.62896 -3.20489  0.12
Cl -4.01727 1.13996 -1.65003  0.05
C 1.44583 4.79992 -3.64501  -0.24
C -1.06856 4.45999 -1.94295  -0.19
C -1.11754 3.15927 -4.61162  -0.21
H 2.00999 5.04447 -2.74213  0.02
H 1.06123 5.73178 -4.08110  0.02
H 2.17289 4.37861 -4.34480  0.02
H -0.74809 2.36822 -5.27433  0.02
H -1.23963 4.06138 -5.22023  0.02
H -2.09027 2.82720 -4.19446  0.04
H -1.48297 3.70883 -1.25117  0.01
H -1.90098 4.96472 -2.46040  0.04
H -0.52466 5.21890 -1.37172  0.02
N 2.66059 -0.86191 5.32714  0.15
C 2.23743 -0.79724 4.02948  -0.47
O 3.02197 -0.91019 3.07722  0.02
C 0.75469 -0.67487 3.87035  -0.14
C -0.13373 -1.29711 4.76035  -0.04
C -1.50362 -1.17621 4.54350  -0.04
C -1.91530 -0.32812 3.50501  -0.16
N -1.07325 0.29942 2.69610  0.08
C 0.22590 0.06016 2.78334  -0.06
H 3.65822 -0.80829 5.48522  0.11
H 2.05313 -0.58944 6.09152  0.10
H 0.26723 -1.89047 5.58346  0.11
H -2.26110 -1.69901 5.11694  0.10
H -2.97143 -0.19251 3.28749  0.03
H 0.88777 0.46094 2.01044  0.11

Force components x, y, z for each atom (eV/Å):
C -0.139 0.141 -0.240
C 0.351 -0.375 1.270
H -0.038 0.011 0.071
H -0.060 0.121 0.072
H 0.159 -0.024 -0.077
C -0.568 0.210 0.050
C 0.387 -0.257 -0.250
H -0.099 0.239 -0.227
H -0.187 -0.071 0.018
H 0.133 0.261 0.069
H 0.039 -0.019 -0.052
Be 1.568 -1.541 -0.774
Cl -0.219 0.019 0.643
Cl -0.210 0.326 -0.015
H -0.174 -0.019 -0.221
H -0.063 0.016 -0.011
C -0.514 0.402 -0.431
C -0.107 -0.398 0.157
N 0.591 -0.108 0.085
H -0.109 0.142 0.225
C -1.047 -0.738 -1.920
O 0.554 1.173 2.299
H 0.405 -0.005 0.109
H -0.053 0.423 -0.324
H 0.174 -0.158 -0.144
H -0.170 -0.152 -0.031
H 0.024 0.183 0.060
H 0.137 0.180 0.188
C -0.386 -0.034 -0.137
C -0.188 0.338 0.032
N 0.928 0.394 0.160
H 0.126 -0.265 0.019
C -0.070 -0.296 -0.286
O 0.279 -0.694 0.273
H 0.007 0.031 -0.275
H -0.213 0.139 -0.506
H -0.133 0.024 0.057
H -0.149 0.085 0.110
O -0.490 1.365 0.829
C -0.566 -0.591 0.314
C -0.110 -0.404 0.189
C -0.129 -0.035 -1.047
H -0.439 -0.271 0.220
C -0.127 0.378 -0.177
H -0.134 -0.616 0.016
C 0.348 -0.298 0.149
H -0.171 -0.103 0.011
C 0.015 0.001 0.080
C 0.051 0.330 -0.166
H 0.090 -0.247 0.082
H -0.102 0.171 -0.238
H 0.207 0.074 -0.072
Si -0.429 -0.232 0.002
Cl -0.172 0.880 -1.164
C -0.001 0.117 -0.332
C 0.026 -0.050 0.153
C 0.198 -0.183 0.041
H -0.127 0.028 0.071
H 0.057 -0.094 0.113
H -0.172 -0.089 -0.029
H 0.038 0.114 0.190
H -0.290 -0.032 -0.006
H 0.501 0.253 -0.186
H 0.101 0.316 -0.323
H 0.230 -0.203 0.128
H -0.027 -0.083 0.082
N 0.291 0.229 0.280
C 0.341 -0.580 -0.928
O -0.890 0.349 1.553
C -0.249 0.200 -0.419
C 0.026 0.214 -0.129
C 0.385 0.466 -0.520
C 0.056 -0.522 0.741
N 0.341 -0.087 -0.428
C 0.327 -0.500 1.168
H -0.223 -0.097 -0.072
H 0.200 -0.040 -0.433
H -0.185 0.030 -0.209
H 0.246 0.018 0.087
H 0.206 0.131 0.083
H -0.210 -0.014 0.251

Entry from OMol25: 5 unconnected molecules or ions with the total composition C26H42Br2NO11P2 in a non-equilibrium geometry (ωB97M-V/def2-TZVPD).

Computed properties:
* HOMO: -11.4 eV
* LUMO level: -0.13896 Ha
* calculated total energy: -7728.85808 Eh
* gap between HOMO and LUMO: 0.282 hartree
* net charge: +1
* 2S+1: 1

Each line ends with the Löwdin charge.
Cartesian coordinates (Å):
C -2.70533 -1.44429 1.64455  0.22
C -2.41941 -0.98381 0.58381  -0.13
C -1.91951 -0.13508 -0.43560  -0.20
C -0.59640 -0.22537 -0.86977  -0.18
C 0.23755 -1.27472 -0.25069  -0.72
Br 1.28131 -0.74379 1.22290  0.83
C 0.20014 -2.52398 -0.71371  -0.74
C -0.67685 -2.94570 -1.84248  -0.09
Br 1.25309 -3.87224 0.08121  0.79
C -0.12387 0.65593 -1.83695  0.04
C -0.96811 1.60223 -2.33410  -0.02
N -2.23779 1.64542 -1.93915  0.12
C -2.75701 0.82220 -1.01564  -0.40
P -4.48523 0.89316 -0.47273  0.96
P -5.16788 -1.03234 -1.26209  0.24
O -4.06686 -1.83036 -1.83255  -0.30
O -5.89349 -1.79400 -0.08751  -0.14
O -6.30236 -0.72384 -2.32018  -0.14
H -3.05222 -1.88330 2.54903  0.06
H -0.33128 -2.45353 -2.74372  0.07
H -1.70423 -2.62635 -1.68381  0.07
H -0.65067 -4.01744 -1.98541  0.07
H 0.89759 0.58995 -2.16481  0.14
H -0.61622 2.31813 -3.05278  0.14
H -2.84626 2.34808 -2.34311  0.16
H -5.10548 1.81842 -1.33602  -0.06
H -5.31559 -2.50566 0.22087  0.09
H -6.21349 -1.40494 -3.00496  0.10
O 0.60972 -0.75704 -4.40811  0.07
C 0.86747 -1.45009 -5.36606  -0.52
O 2.12441 -1.49020 -5.79874  0.02
C 2.58549 -2.38777 -6.82237  -0.22
C 2.33725 -1.83633 -8.20984  -0.06
C -0.21221 -2.19733 -6.10828  0.02
H 2.15528 -3.37981 -6.68275  0.12
H 3.65492 -2.48354 -6.64932  0.13
H 1.27340 -1.70728 -8.40987  0.07
H 2.74837 -2.50785 -8.96259  0.09
H 2.80845 -0.85961 -8.31646  0.09
H -0.69616 -1.51103 -6.80161  0.10
H -0.94855 -2.54462 -5.38626  0.09
H 0.14315 -3.06654 -6.65454  0.08
O -1.62089 4.64206 -1.72215  0.07
C -0.77404 4.89528 -0.89736  -0.53
O -1.15832 5.42969 0.26085  0.01
C -0.27214 5.64412 1.37199  -0.22
C 0.48126 6.95101 1.24950  -0.06
C 0.69789 4.70417 -1.17983  0.03
H 0.39215 4.78871 1.50239  0.11
H -0.92030 5.67299 2.24511  0.12
H 1.12656 6.96569 0.37113  0.07
H 1.09939 7.11544 2.13132  0.09
H -0.21838 7.78042 1.15175  0.09
H 1.05870 5.56551 -1.73975  0.11
H 0.82299 3.81387 -1.79082  0.07
H 1.30882 4.57407 -0.29081  0.08
O 8.32792 -0.64943 3.17654  0.12
C 7.42047 -1.32732 2.79077  -0.53
O 6.27150 -0.72214 2.41719  0.00
C 5.18891 -1.41036 1.79316  -0.25
C 4.27497 -2.07240 2.80374  -0.08
C 7.50324 -2.83681 2.78015  0.01
H 5.55697 -2.11438 1.04479  0.12
H 4.63948 -0.64035 1.25243  0.11
H 4.79510 -2.83838 3.37859  0.07
H 3.42674 -2.53785 2.30137  0.03
H 3.90198 -1.33452 3.51539  0.08
H 7.28032 -3.20533 3.78029  0.10
H 8.52071 -3.11719 2.52067  0.09
H 6.83980 -3.31795 2.06513  0.07
O -1.51243 -2.21928 5.43265  0.11
C -2.19462 -1.34752 5.89252  -0.53
O -3.29712 -0.97411 5.20910  -0.03
C -4.28187 -0.06746 5.71749  -0.23
C -3.89050 1.37769 5.48892  -0.06
C -1.81434 -0.61408 7.15568  0.02
H -4.49491 -0.27974 6.76548  0.12
H -5.19006 -0.29374 5.16141  0.12
H -2.97188 1.63411 6.01668  0.07
H -4.68108 2.04483 5.83198  0.08
H -3.71633 1.55647 4.42710  0.08
H -1.09057 0.16017 6.90535  0.10
H -1.34854 -1.32554 7.83240  0.09
H -2.65274 -0.16417 7.68192  0.07

Force components x, y, z for each atom (eV/Å):
C -0.632 -0.649 0.660
C 0.411 0.707 -0.159
C -0.290 0.407 -0.694
C -0.011 -0.069 0.306
C 0.431 -0.520 -0.252
Br -0.122 0.293 -0.110
C 0.163 0.121 0.527
C -0.015 0.123 -0.136
Br -0.061 0.036 -0.081
C 0.144 -0.419 0.592
C 0.696 0.064 -0.363
N -0.583 0.170 0.084
C -0.092 -0.455 -0.305
P -0.548 0.461 1.262
P 0.704 -0.881 -0.983
O 0.210 0.218 0.086
O -0.231 0.252 0.305
O -0.100 0.281 0.217
H 0.133 -0.093 0.282
H 0.087 0.044 -0.372
H -0.201 -0.057 0.074
H -0.024 -0.124 -0.008
H 0.119 0.029 -0.203
H -0.318 0.268 -0.197
H 0.138 0.179 -0.004
H 0.336 -0.174 -0.438
H -0.038 -0.077 0.159
H -0.250 0.069 -0.196
O -0.039 -0.002 0.072
C -0.202 0.129 -0.102
O 0.270 -0.017 0.173
C 0.043 -0.089 -0.296
C -0.139 0.133 0.055
C 0.052 -0.381 0.180
H -0.073 0.036 0.015
H -0.005 0.077 0.121
H -0.011 -0.083 -0.019
H 0.021 -0.010 0.009
H 0.069 -0.032 -0.003
H 0.001 0.014 -0.017
H -0.050 0.170 0.010
H 0.026 0.093 -0.114
O -0.019 -0.376 -0.051
C 0.187 0.312 -0.084
O -0.252 -0.166 0.126
C 0.236 0.174 0.173
C -0.031 0.023 -0.194
C -0.004 -0.323 0.211
H 0.007 0.002 -0.079
H -0.118 -0.033 -0.079
H 0.062 -0.041 0.041
H -0.012 -0.012 0.018
H -0.019 -0.006 0.070
H -0.005 0.018 -0.013
H -0.032 0.088 -0.145
H 0.005 0.142 -0.003
O 0.023 0.120 -0.001
C 0.024 -0.256 0.154
O -0.017 0.267 -0.117
C -0.156 -0.147 0.019
C 0.085 -0.052 0.120
C 0.010 -0.052 -0.409
H 0.017 -0.033 0.045
H 0.071 0.066 0.006
H 0.010 -0.041 -0.051
H 0.004 -0.011 -0.003
H -0.030 0.029 -0.044
H -0.003 0.001 0.019
H 0.058 0.061 0.162
H -0.085 0.004 0.113
O -0.003 -0.063 -0.142
C 0.225 0.167 0.142
O -0.236 -0.166 -0.282
C -0.041 0.243 0.090
C 0.161 -0.007 -0.018
C -0.312 -0.174 0.246
H 0.068 0.007 0.017
H 0.044 -0.103 -0.038
H -0.040 0.006 0.069
H -0.015 -0.009 -0.007
H -0.070 -0.006 -0.011
H 0.012 0.009 -0.012
H 0.145 -0.007 -0.105
H 0.025 0.104 -0.089

Entry from OMol25: a molecular structure, C26H42BrN3P2PtS in a non-equilibrium geometry (ωB97M-V/def2-TZVPD).

Computed properties:
* HOMO (spin up / spin down): -12.9 / -13.8 eV
* LUMO level (spin up / spin down): -0.24815 / -0.31506 Ha
* calculated total energy: -4953.73335 Eh
* gap between HOMO and LUMO (spin up / spin down): 0.225 / 0.193 hartree
* net charge: +2
* 2S+1: 3

Each line ends with the Löwdin spin population.
Cartesian coordinates (Å):
C 2.95015 4.99979 -0.49554  0.04
C 1.72310 4.54183 -1.04699  0.02
C 1.70655 4.13259 -2.41212  0.05
C 2.91855 4.05752 -3.10897  -0.01
N 4.07999 4.39395 -2.51603  0.05
C 4.09978 4.89978 -1.27822  -0.01
C 0.53883 4.32239 -0.33099  0.18
C -0.66411 4.06401 -0.15601  0.02
C -1.46967 3.37442 0.76885  0.18
C -0.81925 2.98177 2.02041  0.07
C -1.35032 1.81227 2.61527  0.08
C -2.10503 1.05148 1.69592  0.46
C -3.16015 1.64467 0.90165  0.09
C -2.80088 2.92505 0.40360  0.03
Pt -1.07653 -0.74070 1.36160  0.38
P 1.07678 -0.67265 0.52282  0.04
H 0.77585 3.79921 -2.89166  0.00
H 3.00307 5.34663 0.51737  0.00
H 2.93925 3.71914 -4.17209  0.00
H 5.07619 5.23345 -0.89877  0.00
H -3.53205 3.54038 -0.21347  0.00
H 0.17165 3.44395 2.27631  0.00
H -4.23254 1.30220 0.75020  0.00
H -1.03355 1.43529 3.62777  0.01
C 1.93047 -2.30905 0.52015  0.01
C 3.17991 -2.52744 -0.31613  0.00
H 1.16063 -3.03870 0.24350  0.00
H 2.14314 -2.52107 1.57360  0.00
H 3.56821 -3.52697 -0.13199  0.00
H 2.98430 -2.47469 -1.38280  0.00
H 4.01619 -1.87930 -0.07006  0.00
C 1.17554 -0.06017 -1.21454  0.00
C 2.49411 0.46226 -1.78886  0.00
H 0.40261 0.71917 -1.28354  0.00
H 0.82165 -0.88697 -1.84443  0.00
H 2.36000 0.69647 -2.85330  0.00
H 2.80586 1.40902 -1.33034  0.00
H 3.31874 -0.26443 -1.75392  0.00
C 2.12870 0.40374 1.56104  0.01
C 3.64645 0.26974 1.43770  0.00
H 1.84093 0.16476 2.59292  0.00
H 1.81948 1.43702 1.37289  0.00
H 4.16426 1.04235 2.01582  0.00
H 4.00660 -0.67914 1.85098  0.00
H 4.00662 0.40245 0.41210  0.00
Br -3.15930 -1.40958 2.57815  0.10
P -1.97267 -2.05577 -0.77276  0.09
C -0.80034 -2.84038 -1.98410  0.02
C -1.34441 -4.05234 -2.73963  0.01
H 0.08955 -3.13899 -1.40627  0.00
H -0.46415 -2.09030 -2.71494  0.00
H -0.57019 -4.43010 -3.41688  0.00
H -1.58881 -4.87901 -2.06411  0.00
H -2.21060 -3.82897 -3.37695  0.00
C -3.20160 -3.36568 -0.31764  0.02
C -4.43764 -3.48008 -1.20631  0.01
H -3.51041 -3.08751 0.70994  0.00
H -2.67424 -4.33257 -0.28053  0.00
H -5.14020 -4.17815 -0.73116  0.00
H -4.95021 -2.51139 -1.28681  0.00
H -4.21181 -3.90579 -2.19471  0.00
C -2.86423 -0.68506 -1.65042  0.00
C -3.31139 -0.96505 -3.08705  0.00
H -2.18440 0.18354 -1.62248  0.00
H -3.73388 -0.47164 -1.01255  0.00
H -3.78384 -0.05698 -3.48063  0.00
H -2.45175 -1.21743 -3.72360  0.00
H -4.10715 -1.71748 -3.15444  0.00
N 0.58681 0.48706 4.87060  0.00
C 0.02620 -0.74246 4.79831  0.00
N -0.60335 -1.17328 5.91203  0.00
S 0.16860 -1.83010 3.42813  0.04
H 0.33586 1.08302 5.64757  0.00
H 1.11889 0.87971 4.09887  0.00
H -1.09294 -2.07541 5.91196  0.00
H -0.74644 -0.55930 6.71671  0.00

Force components x, y, z for each atom (eV/Å):
C -0.588 -0.705 -0.604
C 1.466 -0.072 -0.965
C 0.244 -0.243 0.023
C -0.029 0.317 0.549
N -0.173 0.078 -0.566
C -0.380 -0.070 -0.251
C -1.247 0.559 -1.075
C 1.139 -0.158 1.995
C -0.110 0.597 -0.732
C -0.848 -1.183 -0.261
C 1.563 1.570 -0.313
C -1.345 -0.860 0.421
C 0.257 2.693 -0.615
C -0.985 -1.505 0.930
Pt -0.731 -2.536 0.033
P 0.754 0.561 -0.748
H 0.420 0.276 0.338
H -0.019 0.172 0.305
H 0.154 0.287 1.051
H -0.496 -0.242 -0.167
H 1.404 -0.862 0.694
H -1.394 -0.281 0.018
H 1.897 -0.301 0.048
H -0.205 0.230 -1.637
C -0.622 -0.159 0.631
C 0.332 -0.151 -0.222
H 0.144 0.023 0.057
H -0.027 0.073 -0.059
H -0.210 -0.203 0.072
H -0.038 0.125 -0.132
H -0.190 0.257 -0.039
C -0.247 0.051 -0.051
C 0.356 0.207 -0.277
H 0.138 -0.086 -0.012
H 0.058 0.162 0.279
H -0.129 -0.089 0.204
H 0.014 -0.293 0.093
H -0.332 0.305 0.191
C 0.097 0.305 0.281
C 0.500 0.085 -0.034
H 0.070 -0.046 -0.394
H -0.083 -0.005 -0.097
H -0.306 0.012 0.055
H -0.140 0.097 -0.275
H -0.132 -0.236 0.220
Br -0.070 0.288 -0.051
P -0.169 0.944 0.361
C 0.251 0.142 0.166
C -0.075 -0.369 -0.247
H -0.288 0.058 -0.296
H -0.212 -0.045 0.320
H -0.034 0.112 0.158
H -0.063 0.191 -0.176
H 0.172 0.051 0.349
C 0.244 0.219 0.593
C -0.266 -0.161 -0.068
H 0.190 -0.374 -0.571
H -0.048 0.422 0.175
H 0.178 0.203 -0.043
H 0.087 -0.380 -0.152
H -0.090 0.388 0.253
C 0.097 -0.453 0.057
C -0.264 0.259 -0.120
H -0.291 -0.277 0.086
H 0.266 0.104 -0.053
H 0.305 -0.051 -0.043
H -0.409 -0.031 0.058
H 0.551 -0.033 0.025
N -0.444 -0.552 -0.247
C -0.092 -0.560 0.560
N -0.079 0.107 -0.729
S -0.060 0.994 0.809
H 0.330 0.057 -0.066
H -0.315 -0.300 0.465
H 0.398 0.722 -0.162
H 0.196 -0.436 -0.373